{
  "formula": "C35H39AlF6N5OS",
  "method": "wB97M-V/def2-TZVPD",
  "de_lowest_ev": 5.102,
  "fmax_ev_per_a": 0.2,
  "total_energy_ev": -80160.6528,
  "orbital_gap_ev": 7.009,
  "e_homo_ev": -10.0322,
  "total_charge": 1,
  "molar_mass_g_mol": 718.77,
  "species": ["Al", "N", "C", "C", "C", "C", "C", "C", "N", "C", "C", "C", "S", "C", "N", "H", "H", "H", "H", "H", "H", "H", "C", "C", "C", "C", "C", "C", "C", "C", "C", "C", "C", "C", "N", "C", "C", "C", "C", "C", "N", "C", "C", "C", "C", "H", "H", "H", "H", "H", "H", "H", "H", "H", "H", "H", "H", "H", "H", "H", "H", "H", "H", "H", "H", "H", "H", "H", "H", "H", "H", "H", "H", "H", "C", "C", "O", "C", "F", "F", "F", "C", "F", "F", "F", "H", "H", "H"],
  "xyz": [[-0.903, -1.005, 0.163], [2.769, 1.512, -0.623], [2.993, 0.723, 0.526], [4.168, 0.815, 1.258], [4.345, 0.069, 2.412], [3.332, -0.773, 2.847], [2.163, -0.888, 2.111], [1.986, -0.163, 0.937], [0.789, -0.281, 0.221], [1.394, 1.688, -0.906], [-0.939, 2.265, 0.184], [-1.772, 3.310, 0.420], [-3.316, 2.792, 0.905], [-2.805, 1.198, 0.754], [-1.571, 1.018, 0.335], [3.323, 2.354, -0.684], [4.942, 1.494, 0.919], [5.264, 0.156, 2.974], [3.451, -1.349, 3.755], [1.372, -1.544, 2.457], [-1.500, 4.352, 0.394], [-3.439, 0.381, 1.024], [2.218, 3.280, 3.342], [1.049, 2.839, 2.462], [-0.260, 3.183, 3.187], [1.192, 3.341, 1.027], [2.060, 4.310, 0.700], [2.321, 4.717, -0.671], [1.793, 4.079, -1.718], [0.871, 2.929, -1.564], [-0.165, 2.828, -2.684], [-1.067, 4.060, -2.756], [0.530, 2.653, -4.044], [0.502, 2.588, -0.075], [0.814, 0.376, -1.035], [0.564, -0.253, -2.183], [0.081, -1.538, -2.280], [0.274, -2.453, -3.349], [0.223, -3.703, -2.797], [-0.032, -3.556, -1.403], [-0.210, -2.268, -1.113], [0.210, -4.616, -0.354], [-0.549, -5.916, -0.640], [1.722, -4.921, -0.442], [-0.057, -4.081, 1.051], [2.151, 2.776, 4.306], [2.195, 4.355, 3.535], [3.179, 3.024, 2.897], [1.105, 1.746, 2.393], [-0.479, 4.251, 3.126], [-0.157, 2.926, 4.241], [-1.120, 2.631, 2.812], [2.611, 4.821, 1.476], [2.963, 5.573, -0.836], [1.975, 4.440, -2.722], [-0.800, 1.958, -2.488], [-0.473, 4.966, -2.879], [-1.684, 4.177, -1.869], [-1.732, 3.981, -3.617], [0.844, 3.619, -4.440], [-0.157, 2.220, -4.772], [1.427, 2.034, -3.995], [0.781, 0.308, -3.078], [0.516, -2.190, -4.366], [0.412, -4.638, -3.299], [-0.251, -6.331, -1.603], [-1.624, -5.782, -0.648], [-0.303, -6.654, 0.125], [1.994, -5.313, -1.422], [1.980, -5.671, 0.307], [2.315, -4.025, -0.251], [-1.088, -3.780, 1.211], [0.611, -3.239, 1.259], [0.174, -4.852, 1.787], [-4.644, -1.371, -0.340], [-3.699, -2.168, 0.565], [-2.427, -1.618, 0.653], [-4.258, -2.241, 2.008], [-5.395, -2.936, 2.062], [-4.523, -0.991, 2.455], [-3.382, -2.781, 2.855], [-3.649, -3.596, -0.036], [-3.074, -4.491, 0.777], [-2.944, -3.547, -1.179], [-4.868, -4.053, -0.336], [-4.789, -0.359, 0.016], [-5.620, -1.846, -0.392], [-4.219, -1.337, -1.344]]
}

{
  "formula": "C35H39BEuN13O5",
  "method": "wB97M-V/def2-TZVPD",
  "de_lowest_ev": 1.731,
  "fmax_ev_per_a": 2.3,
  "s_squared": 15.7594,
  "total_energy_ev": -86546.8435,
  "orbital_gap_ev": [4.371, 6.707],
  "e_homo_ev": [-2.0961, -4.4342],
  "spin_multiplicity": 8,
  "total_charge": -1,
  "molar_mass_g_mol": 884.56,
  "species": ["Eu", "N", "C", "C", "O", "N", "C", "C", "O", "O", "H", "H", "H", "H", "H", "H", "C", "C", "C", "C", "N", "N", "B", "N", "N", "C", "C", "C", "C", "C", "C", "C", "C", "C", "C", "N", "N", "C", "C", "C", "C", "C", "C", "C", "C", "C", "C", "C", "C", "C", "C", "C", "C", "H", "H", "H", "H", "H", "H", "H", "H", "H", "H", "H", "H", "H", "H", "H", "H", "H", "H", "H", "H", "H", "H", "H", "H", "H", "H", "H", "H", "N", "N", "C", "N", "N", "N", "O", "O", "H", "H", "H", "H", "H"],
  "xyz": [[-0.692, -0.058, 0.158], [-1.414, 1.213, 2.471], [-2.554, 0.559, 3.147], [-3.178, -0.636, 2.386], [-4.167, -1.178, 2.880], [-2.572, -0.952, 1.252], [-3.239, -2.003, 0.492], [-2.677, -2.012, -0.926], [-3.391, -2.281, -1.893], [-1.439, -1.700, -1.030], [-0.773, 1.557, 3.184], [-1.781, 2.031, 1.991], [-3.374, 1.268, 3.313], [-2.241, 0.176, 4.122], [-4.329, -1.869, 0.486], [-3.042, -2.996, 0.925], [5.298, -0.062, -0.861], [3.948, -0.647, -1.093], [3.681, -1.721, -1.907], [2.294, -1.928, -1.827], [1.753, -1.009, -1.001], [2.775, -0.234, -0.560], [2.726, 0.842, 0.543], [2.242, 0.208, 1.851], [1.062, -0.437, 1.947], [0.965, -0.883, 3.205], [2.108, -0.514, 3.925], [2.900, 0.167, 3.027], [4.248, 0.739, 3.281], [-0.146, -1.676, 3.708], [-0.576, -1.510, 5.024], [-1.600, -2.291, 5.524], [-2.186, -3.252, 4.720], [-1.751, -3.434, 3.418], [-0.741, -2.643, 2.901], [1.851, 2.063, 0.190], [0.589, 1.995, -0.291], [0.196, 3.252, -0.515], [1.210, 4.144, -0.161], [2.248, 3.349, 0.283], [3.562, 3.826, 0.790], [-1.067, 3.659, -1.143], [-1.147, 3.708, -2.531], [-2.284, 4.196, -3.147], [-3.348, 4.643, -2.382], [-3.270, 4.611, -1.001], [-2.131, 4.128, -0.382], [1.643, -2.972, -2.632], [0.298, -2.944, -2.995], [-0.221, -3.869, -3.883], [0.581, -4.860, -4.421], [1.905, -4.941, -4.023], [2.430, -4.010, -3.147], [6.008, -0.581, -1.503], [5.609, -0.193, 0.174], [5.316, 1.000, -1.101], [4.402, -2.264, -2.484], [3.819, 1.244, 0.707], [2.340, -0.737, 4.945], [4.535, 0.515, 4.306], [4.260, 1.818, 3.143], [4.981, 0.303, 2.606], [-0.115, -0.757, 5.648], [-1.942, -2.156, 6.541], [-2.993, -3.856, 5.103], [-2.203, -4.204, 2.810], [-0.362, -2.788, 1.892], [1.189, 5.213, -0.227], [3.618, 4.905, 0.663], [4.383, 3.365, 0.246], [3.674, 3.590, 1.847], [-0.300, 3.383, -3.116], [-2.337, 4.235, -4.225], [-4.237, 5.022, -2.862], [-4.099, 4.962, -0.406], [-2.066, 4.117, 0.695], [-0.375, -2.253, -2.517], [-1.270, -3.815, -4.137], [0.177, -5.575, -5.122], [2.533, -5.735, -4.401], [3.463, -4.101, -2.849], [-0.105, 0.286, -2.962], [-1.346, -0.052, -3.528], [-2.468, 0.246, -2.846], [-3.657, -0.082, -3.351], [-2.265, 0.934, -1.726], [-3.263, 1.301, -0.950], [-2.924, 1.572, 0.196], [-4.405, 1.412, -1.357], [0.339, 1.014, -3.517], [0.502, -0.530, -2.882], [-1.395, -0.791, -4.225], [-3.748, -0.954, -3.854], [-4.452, 0.172, -2.763]]
}

{
  "formula": "C35H39Ge2N2OReSSe",
  "method": "wB97M-V/def2-TZVPD",
  "de_lowest_ev": 0.944,
  "fmax_ev_per_a": 0.8,
  "total_energy_ev": -233283.8329,
  "orbital_gap_ev": [6.078, 6.075],
  "e_homo_ev": [-13.8220, -13.8190],
  "total_charge": 2,
  "molar_mass_g_mol": 946.16,
  "species": ["Re", "C", "C", "C", "C", "C", "C", "C", "O", "C", "C", "C", "H", "H", "H", "H", "H", "H", "H", "H", "H", "H", "H", "H", "Se", "C", "Ge", "C", "C", "Ge", "C", "C", "C", "C", "C", "C", "C", "C", "C", "C", "C", "C", "H", "H", "H", "H", "H", "H", "H", "H", "H", "H", "H", "H", "H", "H", "H", "H", "H", "H", "H", "S", "C", "C", "C", "N", "C", "C", "C", "C", "C", "N", "C", "C", "H", "H", "H", "H", "H", "H", "H", "H"],
  "xyz": [[-1.213, 0.083, 0.777], [5.819, 3.424, -1.436], [4.683, 2.959, -0.590], [4.024, 1.757, -0.874], [2.946, 1.331, -0.140], [2.342, -0.003, -0.448], [2.488, 2.152, 0.942], [1.319, 1.922, 1.663], [0.366, 1.103, 1.408], [3.220, 3.338, 1.302], [2.851, 4.219, 2.465], [4.276, 3.718, 0.511], [6.160, 2.654, -2.124], [6.656, 3.751, -0.818], [5.500, 4.291, -2.020], [4.393, 1.138, -1.682], [3.022, -0.584, -1.069], [1.400, 0.115, -0.988], [2.141, -0.566, 0.461], [1.144, 2.525, 2.551], [2.613, 3.663, 3.371], [1.997, 4.852, 2.217], [3.684, 4.877, 2.699], [4.820, 4.623, 0.752], [-3.214, -0.645, 0.312], [-1.506, 3.781, 2.266], [-2.723, 3.325, 0.810], [-3.144, 4.906, -0.260], [-4.322, 2.490, 1.551], [-1.658, 1.849, -0.999], [-0.039, 2.548, -1.834], [0.369, 3.853, -1.556], [1.403, 4.443, -2.271], [2.040, 3.734, -3.278], [1.655, 2.428, -3.556], [0.624, 1.841, -2.839], [-3.002, 1.424, -2.338], [-4.306, 1.905, -2.222], [-5.272, 1.571, -3.162], [-4.946, 0.744, -4.225], [-3.652, 0.254, -4.351], [-2.687, 0.594, -3.416], [-2.031, 4.459, 2.941], [-0.613, 4.294, 1.910], [-1.230, 2.895, 2.838], [-3.717, 5.574, 0.387], [-3.748, 4.667, -1.132], [-2.249, 5.431, -0.587], [-4.854, 3.233, 2.147], [-4.055, 1.659, 2.202], [-4.999, 2.129, 0.778], [-0.126, 4.429, -0.780], [1.696, 5.463, -2.055], [2.825, 4.201, -3.859], [2.146, 1.875, -4.346], [0.332, 0.827, -3.083], [-4.586, 2.551, -1.399], [-6.277, 1.958, -3.063], [-5.697, 0.482, -4.958], [-3.396, -0.389, -5.182], [-1.684, 0.205, -3.538], [1.736, -5.765, 1.672], [1.022, -4.166, 1.382], [0.962, -3.200, 2.388], [0.372, -1.988, 2.120], [-0.146, -1.695, 0.909], [-0.097, -2.620, -0.064], [0.475, -3.856, 0.139], [3.387, -5.207, 2.091], [3.755, -4.998, 3.411], [5.048, -4.555, 3.664], [5.944, -4.331, 2.709], [5.585, -4.567, 1.452], [4.319, -5.007, 1.086], [1.366, -3.394, 3.371], [0.301, -1.221, 2.883], [-0.517, -2.331, -1.017], [0.501, -4.574, -0.668], [3.071, -5.195, 4.225], [5.375, -4.381, 4.683], [6.344, -4.402, 0.696], [4.077, -5.195, 0.049]]
}

{
  "formula": "C35H39NO2",
  "method": "wB97M-V/def2-TZVPD",
  "fmax_ev_per_a": 0.5,
  "total_energy_ev": -42513.5591,
  "orbital_gap_ev": 8.809,
  "e_homo_ev": -8.2239,
  "molar_mass_g_mol": 505.70,
  "species": ["C", "H", "H", "H", "O", "C", "O", "C", "C", "C", "C", "C", "C", "H", "H", "H", "C", "C", "H", "H", "C", "C", "C", "C", "C", "C", "C", "C", "H", "H", "H", "H", "H", "N", "C", "C", "C", "C", "C", "C", "C", "H", "H", "H", "H", "H", "H", "H", "H", "H", "H", "H", "H", "H", "C", "C", "H", "C", "C", "C", "C", "C", "C", "C", "H", "H", "H", "H", "H", "H", "H", "H", "H", "C", "H", "H", "H"],
  "xyz": [[-0.676, 7.254, -2.438], [0.160, 7.900, -2.713], [-1.064, 6.736, -3.312], [-1.454, 7.868, -1.979], [-0.247, 6.247, -1.537], [0.274, 6.685, -0.378], [0.375, 7.857, -0.108], [0.698, 5.580, 0.513], [0.553, 4.247, 0.142], [0.960, 3.229, 0.994], [1.508, 3.569, 2.229], [1.656, 4.894, 2.601], [1.255, 5.903, 1.748], [1.360, 6.943, 2.014], [2.085, 5.137, 3.561], [1.821, 2.788, 2.906], [0.794, 1.796, 0.624], [-0.262, 0.931, 1.349], [-0.004, 0.511, 2.317], [-1.240, 1.405, 1.394], [-0.084, 0.049, 0.106], [-0.896, -1.220, -0.064], [-0.919, -1.668, -1.509], [-1.993, -1.287, -2.307], [-2.050, -1.644, -3.641], [-1.033, -2.398, -4.201], [0.041, -2.782, -3.418], [0.100, -2.416, -2.084], [0.949, -2.725, -1.494], [0.840, -3.370, -3.847], [-1.077, -2.684, -5.242], [-2.892, -1.337, -4.245], [-2.793, -0.703, -1.873], [-0.223, -2.073, 0.913], [-0.544, -3.480, 0.964], [-1.995, -3.726, 1.416], [-2.928, -3.987, 0.232], [-4.365, -4.192, 0.704], [-4.443, -5.364, 1.677], [-3.509, -5.130, 2.860], [-2.077, -4.911, 2.381], [-1.721, -5.812, 1.875], [-1.428, -4.732, 3.242], [-3.546, -5.984, 3.539], [-3.842, -4.248, 3.413], [-5.469, -5.490, 2.031], [-4.152, -6.282, 1.161], [-5.013, -4.376, -0.155], [-4.716, -3.285, 1.201], [-2.885, -3.159, -0.476], [-2.591, -4.885, -0.294], [-2.332, -2.830, 1.947], [-0.371, -3.996, 0.004], [0.133, -3.919, 1.702], [1.190, -1.715, 1.066], [1.358, -0.444, 0.241], [1.772, -0.692, -0.740], [2.021, 0.853, 0.765], [3.271, 1.200, 0.007], [4.383, 0.379, 0.175], [5.559, 0.626, -0.505], [5.646, 1.706, -1.368], [4.548, 2.529, -1.542], [3.368, 2.277, -0.862], [2.526, 2.934, -1.009], [4.607, 3.374, -2.212], [6.565, 1.904, -1.900], [6.411, -0.023, -0.362], [4.316, -0.465, 0.848], [2.283, 0.748, 1.822], [1.861, -2.514, 0.724], [1.393, -1.547, 2.132], [-1.931, -1.070, 0.269], [0.107, 1.339, -0.692], [0.712, 1.278, -1.594], [-0.819, 1.873, -0.887], [0.124, 4.014, -0.820]]
}

{
  "formula": "C35H40AsAuF3N2O3SSi2",
  "method": "wB97M-V/def2-TZVPD",
  "de_lowest_ev": 4.305,
  "fmax_ev_per_a": 3.7,
  "s_squared": 2.1047,
  "total_energy_ev": -145337.3304,
  "orbital_gap_ev": [4.291, 1.959],
  "e_homo_ev": [-3.2343, -3.2340],
  "spin_multiplicity": 3,
  "total_charge": -1,
  "molar_mass_g_mol": 953.84,
  "species": ["Au", "O", "N", "C", "C", "C", "C", "C", "S", "H", "H", "H", "H", "C", "Si", "C", "C", "As", "Si", "C", "C", "C", "H", "H", "H", "H", "H", "H", "H", "H", "H", "H", "H", "H", "H", "H", "H", "H", "H", "H", "C", "C", "C", "C", "C", "C", "N", "C", "C", "C", "C", "C", "C", "C", "O", "O", "C", "C", "H", "H", "H", "H", "H", "H", "H", "H", "H", "H", "H", "H", "H", "H", "F", "C", "F", "F", "C", "C", "C", "C", "C", "C", "C", "C", "H", "H", "H", "H"],
  "xyz": [[-1.488, 0.676, -0.258], [-4.804, 3.101, -2.800], [-4.814, 4.219, -3.425], [-5.513, 4.454, -4.555], [-5.325, 5.547, -5.365], [-4.485, 6.626, -4.936], [-3.781, 6.433, -3.751], [-3.965, 5.261, -2.950], [-3.326, 5.193, -1.310], [-6.226, 3.727, -4.969], [-5.617, 5.344, -6.386], [-4.382, 7.571, -5.444], [-3.041, 7.190, -3.388], [-6.015, -0.280, 0.816], [-4.273, -0.186, 0.184], [-3.294, -1.479, 1.216], [-4.490, -0.863, -1.599], [-3.492, 2.121, 0.081], [-2.663, 2.744, 2.295], [-3.715, 4.193, 2.771], [-3.024, 1.312, 3.477], [-0.817, 3.116, 2.451], [-6.329, -1.266, 0.373], [-6.645, 0.518, 0.563], [-6.044, -0.261, 1.898], [-4.044, -2.067, 1.847], [-2.600, -0.999, 1.899], [-2.709, -2.191, 0.648], [-5.491, -1.173, -1.711], [-3.780, -1.693, -1.897], [-4.358, -0.044, -2.265], [-4.735, 3.904, 2.708], [-3.470, 5.087, 2.161], [-3.444, 4.486, 3.809], [-2.153, 0.637, 3.430], [-3.934, 0.784, 3.197], [-3.164, 1.724, 4.525], [-0.151, 2.685, 1.680], [-0.532, 2.547, 3.358], [-0.728, 4.176, 2.600], [-1.112, -5.651, 1.048], [0.392, -5.446, 0.967], [1.070, -5.983, -0.150], [2.368, -5.597, -0.480], [3.104, -4.779, 0.349], [2.482, -4.264, 1.523], [2.924, -3.186, 2.249], [4.068, -2.523, 1.999], [5.348, -3.183, 1.710], [6.513, -2.490, 1.532], [6.501, -1.110, 1.627], [5.336, -0.427, 1.987], [4.117, -1.101, 2.240], [3.035, -0.307, 2.927], [3.015, 0.910, 2.926], [2.032, -1.052, 3.472], [1.104, -4.680, 1.852], [0.547, -4.352, 3.215], [-1.439, -5.930, 0.057], [-1.544, -4.681, 1.250], [-1.395, -6.400, 1.762], [0.527, -6.606, -0.822], [2.669, -5.919, -1.459], [4.155, -4.685, 0.156], [2.244, -1.987, 3.124], [5.396, -4.247, 1.595], [7.482, -2.997, 1.313], [7.313, -0.480, 1.402], [5.231, 0.669, 1.981], [0.050, -5.226, 3.625], [-0.238, -3.563, 3.196], [1.335, -4.014, 3.852], [7.495, 1.657, -3.399], [6.278, 1.626, -4.059], [6.365, 0.672, -5.121], [6.083, 2.840, -4.636], [5.140, 1.287, -3.163], [5.198, 1.389, -1.738], [4.019, 1.120, -1.033], [2.831, 0.740, -1.691], [2.833, 0.669, -3.115], [3.930, 0.966, -3.831], [1.611, 0.543, -0.933], [0.432, 0.526, -0.529], [6.137, 1.712, -1.240], [3.947, 1.357, 0.017], [1.882, 0.376, -3.577], [4.052, 0.933, -4.952]]
}